[1]
{
  "formula": "C26H71N3O14",
  "method": "the ωB97M-V functional and the def2-TZVPD basis",
  "species": ["C", "O", "C", "C", "N", "C", "C", "O", "C", "H", "H", "H", "H", "H", "H", "H", "H", "H", "H", "H", "H", "H", "H", "H", "C", "O", "C", "C", "N", "C", "C", "O", "C", "H", "H", "H", "H", "H", "H", "H", "H", "H", "H", "H", "H", "H", "H", "H", "C", "O", "C", "C", "N", "C", "C", "O", "C", "H", "H", "H", "H", "H", "H", "H", "H", "H", "H", "H", "H", "H", "H", "H", "O", "C", "C", "O", "H", "H", "H", "H", "H", "H", "O", "C", "C", "O", "H", "H", "H", "H", "H", "H", "O", "C", "C", "O", "H", "H", "H", "H", "H", "H", "C", "O", "H", "H", "H", "H", "C", "O", "H", "H", "H", "H"],
  "positions_angstrom": [[-17.7448, -21.4710, 13.9734], [-17.9259, -20.2186, 14.6996], [-17.0306, -19.2248, 14.2659], [-17.2445, -18.7008, 12.8392], [-18.4631, -17.8872, 12.7023], [-18.2752, -16.4633, 12.7560], [-19.6004, -15.8698, 13.1564], [-20.0096, -16.3346, 14.4385], [-21.2182, -15.7084, 14.7304], [-16.6982, -21.8545, 13.9923], [-18.2418, -21.2333, 12.9823], [-18.3285, -22.2267, 14.4720], [-15.9784, -19.5891, 14.4159], [-17.1965, -18.5198, 15.0118], [-17.1298, -19.5340, 12.1554], [-16.3593, -18.0754, 12.5999], [-19.1193, -18.1825, 13.4493], [-17.9835, -16.0163, 11.8141], [-17.5659, -16.1340, 13.5874], [-20.4069, -16.1381, 12.4082], [-19.5350, -14.7692, 13.1404], [-21.8750, -15.8534, 13.8732], [-21.1819, -14.6251, 15.0236], [-21.6468, -16.1936, 15.5816], [-8.3661, -11.3472, 8.0483], [-9.3342, -11.5385, 9.1107], [-10.6931, -11.6432, 8.6449], [-11.6888, -11.2443, 9.7220], [-12.9858, -11.4962, 9.3265], [-13.7414, -10.5724, 8.5601], [-15.2539, -10.8436, 8.4811], [-15.5570, -11.8836, 7.5465], [-16.8988, -11.7731, 7.0559], [-8.5778, -10.5177, 7.3558], [-8.2685, -12.2714, 7.4307], [-7.3565, -11.1477, 8.4807], [-10.8949, -12.6790, 8.3053], [-10.8282, -11.0112, 7.7018], [-11.5277, -10.1086, 9.9601], [-11.4666, -11.7741, 10.6457], [-13.6047, -11.9161, 10.0134], [-13.2813, -10.5157, 7.5420], [-13.7320, -9.5463, 8.9611], [-15.6907, -9.9106, 8.0187], [-15.5754, -11.0363, 9.5270], [-16.8822, -11.2067, 6.1404], [-17.5671, -11.1890, 7.7264], [-17.3237, -12.7846, 6.7574], [-16.0954, -15.5704, 8.7433], [-15.1389, -15.3046, 9.7876], [-13.9317, -14.7196, 9.3336], [-12.8026, -14.8327, 10.3632], [-12.9037, -13.9031, 11.4687], [-11.8868, -14.0850, 12.4494], [-11.9227, -13.0377, 13.4887], [-13.2751, -13.1580, 14.0424], [-13.6776, -11.9778, 14.6878], [-15.8378, -15.0143, 7.7564], [-17.0439, -15.1174, 9.0730], [-16.1318, -16.6358, 8.6579], [-14.1171, -13.6492, 9.0374], [-13.5991, -15.2988, 8.4357], [-11.8885, -14.6282, 9.7815], [-12.6817, -15.8697, 10.6088], [-13.7933, -14.0737, 12.0520], [-11.0023, -13.9611, 11.8451], [-11.8266, -15.0801, 12.8820], [-11.8248, -12.0105, 13.0613], [-11.1174, -13.1884, 14.2034], [-12.9844, -11.8103, 15.5504], [-14.6746, -12.1870, 14.9914], [-13.7554, -11.1044, 14.0221], [-16.2403, -13.8551, 15.1589], [-16.6690, -14.8175, 16.1517], [-17.2776, -14.1279, 17.3605], [-18.5441, -13.5446, 17.0395], [-15.9871, -14.3357, 14.3390], [-17.4267, -15.4840, 15.6633], [-15.7586, -15.2741, 16.5106], [-16.5932, -13.3474, 17.7451], [-17.4627, -14.9212, 18.1461], [-18.3639, -12.5793, 16.9205], [-21.3274, -8.6171, 9.8571], [-22.0361, -9.1933, 10.9292], [-21.6854, -8.5628, 12.2281], [-22.4142, -9.2017, 13.2809], [-21.3596, -7.6144, 9.8439], [-23.1439, -9.1611, 10.7640], [-21.6034, -10.1790, 11.0274], [-22.0329, -7.5148, 12.2079], [-20.6145, -8.6461, 12.4232], [-21.8549, -9.8901, 13.6701], [-18.0782, -12.0897, 13.4349], [-17.0711, -11.8980, 12.3724], [-17.1013, -13.1452, 11.5580], [-16.3267, -14.2051, 12.1594], [-17.7132, -12.7815, 14.0312], [-17.2780, -11.0754, 11.7064], [-16.1369, -11.7406, 12.9080], [-16.6556, -12.9930, 10.5524], [-18.1731, -13.4104, 11.4380], [-15.9069, -14.6555, 11.4162], [-19.8200, -11.9896, 9.5161], [-19.3166, -10.6482, 9.5253], [-20.6046, -12.2297, 8.7776], [-18.9830, -12.7043, 9.3420], [-20.2107, -12.2500, 10.5433], [-20.0589, -10.0278, 9.5120], [-18.7169, -9.5741, 16.5825], [-18.4371, -10.8479, 16.0423], [-19.0810, -9.8321, 17.5948], [-17.8027, -8.9605, 16.6700], [-19.5308, -9.0135, 16.0329], [-18.5042, -10.9892, 15.0628]],
  "smiles": "COCCNCCOC.COCCNCCOC.COCCNCCOC.OCCO.OCCO.OCCO.CO.CO",
  "orbital_gap_ev": 8.882,
  "energy_ha": -2250.5588,
  "homo_ev": -8.38
}

---

[2]
{
  "formula": "C26H72AsF6O10",
  "method": "the ωB97M-V functional and the def2-TZVPD basis",
  "species": ["As", "F", "F", "F", "F", "F", "F", "C", "C", "O", "H", "H", "H", "H", "H", "H", "C", "C", "O", "H", "H", "H", "H", "H", "H", "C", "C", "O", "H", "H", "H", "H", "H", "H", "C", "C", "O", "H", "H", "H", "H", "H", "H", "C", "C", "C", "O", "H", "H", "H", "H", "H", "H", "H", "H", "C", "C", "C", "O", "H", "H", "H", "H", "H", "H", "H", "H", "C", "C", "C", "O", "H", "H", "H", "H", "H", "H", "H", "H", "C", "C", "C", "O", "H", "H", "H", "H", "H", "H", "H", "H", "C", "C", "C", "O", "H", "H", "H", "H", "H", "H", "H", "H", "C", "C", "C", "O", "H", "H", "H", "H", "H", "H", "H", "H"],
  "positions_angstrom": [[-1.6252, 0.9915, -13.2983], [-2.5488, 2.1811, -12.2702], [-0.0946, 1.7467, -12.8735], [-0.6986, -0.1066, -14.4037], [-3.1024, 0.1059, -13.7492], [-1.8870, 2.0201, -14.7344], [-1.4180, -0.1868, -11.9369], [4.7263, 0.7642, -17.6045], [3.3336, 1.3665, -17.5457], [3.2600, 2.3777, -18.5093], [4.8809, -0.0743, -16.9255], [5.5043, 1.4626, -17.2962], [5.0326, 0.4249, -18.5941], [3.1021, 1.6810, -16.5280], [2.6254, 0.5812, -17.8098], [2.3596, 2.6940, -18.6134], [-6.6977, 5.9186, -16.6083], [-7.3638, 6.7570, -17.6923], [-8.7406, 6.6559, -17.4881], [-7.0680, 4.9036, -16.7523], [-6.8878, 6.3852, -15.6417], [-5.6133, 5.9130, -16.7188], [-7.0271, 6.4231, -18.6738], [-7.1308, 7.8177, -17.5984], [-8.9076, 6.8026, -16.5542], [3.0400, 6.9879, -14.2487], [4.3585, 7.6437, -14.7023], [4.9444, 8.4518, -13.6674], [2.2854, 7.7525, -14.0644], [3.3332, 6.4776, -13.3313], [2.6787, 6.2516, -14.9666], [4.2595, 8.2651, -15.5923], [5.0478, 6.8403, -14.9621], [5.2685, 7.8923, -12.9578], [7.1672, 0.0024, -11.2170], [5.6777, 0.0199, -11.6337], [5.3600, 1.3787, -11.8346], [7.8524, 0.3530, -11.9887], [7.4099, -1.0478, -11.0549], [7.4573, 0.5762, -10.3368], [5.0405, -0.3606, -10.8354], [5.4877, -0.5184, -12.5622], [4.4284, 1.3570, -12.0655], [-4.4218, -1.4189, -7.5446], [-4.5463, -2.8454, -8.0699], [-5.6021, -2.9607, -9.1550], [-3.2812, -3.2574, -8.5413], [-3.6308, -1.3005, -6.8042], [-5.3708, -1.1201, -7.0992], [-4.2708, -0.7128, -8.3612], [-4.8007, -3.5280, -7.2591], [-6.5728, -2.7063, -8.7292], [-5.7658, -3.9897, -9.4750], [-5.3859, -2.4522, -10.0945], [-3.0038, -2.6440, -9.2258], [-1.9124, 4.1213, -22.0145], [-2.1576, 3.2762, -20.7608], [-1.6927, 1.8328, -21.0289], [-1.3484, 3.8181, -19.7093], [-1.9333, 5.1402, -21.6281], [-2.6411, 4.0227, -22.8191], [-0.8956, 3.9721, -22.3778], [-3.2267, 3.3236, -20.5536], [-1.7385, 1.2424, -20.1138], [-0.6819, 1.8170, -21.4365], [-2.2877, 1.3144, -21.7807], [-1.5721, 3.3617, -18.8948], [-0.5590, 6.4724, -8.6454], [0.4571, 6.9579, -7.5861], [1.8431, 6.4298, -7.8771], [0.4776, 8.3282, -7.6388], [-0.2472, 6.7415, -9.6546], [-1.5324, 6.9079, -8.4194], [-0.5658, 5.3860, -8.5573], [0.2305, 6.6280, -6.5723], [2.5908, 6.6427, -7.1131], [2.2109, 6.7802, -8.8415], [1.7615, 5.3436, -7.9183], [1.0638, 8.4829, -8.3831], [-1.1328, -7.2254, -17.8059], [0.2974, -6.9615, -17.4346], [0.5125, -5.5411, -16.9814], [0.6388, -7.8340, -16.3633], [-1.4565, -6.6597, -18.6796], [-1.7924, -7.0343, -16.9594], [-1.3947, -8.2416, -18.1005], [0.8884, -7.2673, -18.2979], [0.2987, -4.8074, -17.7586], [1.5589, -5.4190, -16.7016], [-0.1395, -5.3226, -16.1356], [1.5154, -7.6418, -16.0226], [-9.1085, 2.8578, -11.2052], [-10.4351, 3.1134, -11.7643], [-11.3633, 1.9189, -11.5918], [-10.9983, 4.1711, -11.0421], [-8.5445, 3.7654, -10.9904], [-8.4450, 2.3191, -11.8818], [-9.1354, 2.2352, -10.3109], [-10.4721, 3.3025, -12.8372], [-12.3395, 2.1008, -12.0412], [-11.5337, 1.7477, -10.5289], [-10.9574, 0.9810, -11.9707], [-10.9557, 3.9126, -10.1185], [-6.9186, -3.9428, -18.9724], [-6.2444, -2.7459, -18.2546], [-6.9766, -1.3903, -18.3656], [-6.2313, -3.0030, -16.8514], [-6.9143, -3.7694, -20.0485], [-7.9422, -4.0950, -18.6301], [-6.4326, -4.8925, -18.7488], [-5.2228, -2.5981, -18.6046], [-7.9456, -1.4200, -17.8673], [-7.1634, -1.0856, -19.3953], [-6.3765, -0.5804, -17.9506], [-5.8774, -2.2082, -16.4457]],
  "orbital_gap_ev": 10.251,
  "relative_energy_ev": 0.0000,
  "energy_ha": -4621.2713,
  "homo_ev": -8.28,
  "charge": -1
}